1.
Formula: C6H4O
Source: the OMol25 dataset
Level of theory: ωB97M-V with the def2-TZVPD basis set

```
11
Properties=species:S:1:pos:R:3:mulliken_charge:R:1
C 2.655 -0.399 0.181 0.0711
C 1.653 0.273 0.282 -0.1448
C 0.413 0.899 0.293 -0.0458
C -0.630 1.547 -0.094 -0.5222
C -1.222 0.250 0.234 -0.2959
C -1.091 -1.051 -0.444 0.0111
O -0.143 -1.412 -1.112 -0.5071
H 3.505 -1.044 0.067 0.3915
H -1.035 2.535 -0.209 0.3808
H -2.065 0.281 0.943 0.3341
H -1.894 -1.772 -0.168 0.3273
```

## Properties
* net charge: 0
* ΔE to the lowest compared entry with this formula, charge and spin: 94.7 kcal/mol
* lowest unoccupied orbital energy: 0.2 eV
* HOMO level: -8.566 eV

2.
Formula: C6H4O
Source: the OMol25 dataset
Level of theory: ωB97M-V with the def2-TZVPD basis set

```
11
Properties=species:S:1:pos:R:3:mulliken_charge:R:1
C 0.814 1.122 0.209 0.7180
C 2.228 1.014 0.147 -0.7259
C 0.899 -1.761 0.115 -0.3467
C -0.331 0.715 0.096 0.2631
C 1.908 -1.152 -0.159 0.0830
C -1.756 0.633 -0.026 -1.2452
O 2.797 -0.167 -0.033 -0.1017
H -0.022 -2.205 -0.083 0.3936
H -2.221 -0.143 0.539 0.3316
H -1.923 0.382 -1.013 0.3420
H -2.393 1.563 0.206 0.2882
```

## Properties
* net charge: 0
* ΔE to the lowest compared entry with this formula, charge and spin: 151.6 kcal/mol
* lowest unoccupied orbital energy: -0.5 eV
* HOMO level: -8.598 eV

3.
Formula: C6H4O
Source: the OMol25 dataset
Level of theory: ωB97M-V with the def2-TZVPD basis set

```
11
Properties=species:S:1:pos:R:3:mulliken_charge:R:1
C 2.864 -1.004 0.622 0.1764
C 2.124 -0.074 0.812 -0.2327
C 1.094 0.933 1.030 0.0022
O 1.097 1.691 1.976 -0.4803
C 0.021 0.855 0.053 0.0550
C -0.961 0.470 -0.532 0.3082
C -2.194 -0.124 -1.030 -1.0505
H 3.497 -1.848 0.471 0.3755
H -2.424 0.113 -2.071 0.2992
H -3.025 0.197 -0.396 0.2768
H -2.092 -1.210 -0.934 0.2702
```

## Properties
* net charge: 0
* ΔE to the lowest compared entry with this formula, charge and spin: 56.3 kcal/mol
* lowest unoccupied orbital energy: -0.2 eV
* HOMO level: -10.218 eV

4.
Formula: C6H59ClN2O27PS
Source: the OMol25 dataset
Level of theory: ωB97M-V with the def2-TZVPD basis set

```
97
Properties=species:S:1:pos:R:3:mulliken_charge:R:1
C -1.144 2.471 4.477 -0.9898
C -1.196 1.449 3.201 0.3220
C -2.329 2.050 2.240 -0.5811
C -2.176 1.634 0.692 -0.2393
S -2.492 -0.172 0.347 -0.1411
C -0.799 -0.936 0.516 -0.0265
N -0.389 -1.931 1.445 0.0520
N 0.944 -2.115 1.187 -0.2161
C 1.336 -1.244 0.115 -0.4697
O 0.242 -0.456 -0.358 0.0852
P -1.672 -0.216 3.952 0.1476
O -1.514 -0.063 5.693 -0.5225
Cl -3.733 -0.714 3.628 -0.4222
H -0.280 2.208 5.186 0.2929
H -1.074 3.574 4.144 -0.0303
H -2.103 2.386 5.124 0.2848
H -2.193 3.201 2.260 0.1558
H -3.410 1.883 2.619 0.2847
H -2.870 2.280 0.049 0.4406
H -1.087 1.861 0.389 -0.0353
H 2.422 -1.246 -0.230 0.5299
H -1.964 -0.880 6.027 0.3078
O -2.602 -3.838 4.175 -0.6350
H -3.193 -3.149 3.840 0.2739
H -1.938 -3.931 3.480 0.3143
O -1.039 2.085 -2.232 -0.5581
H -0.588 1.289 -1.922 0.2410
H -0.636 2.264 -3.092 0.3113
O 1.953 1.341 3.829 -0.5905
H 1.597 0.444 3.776 0.2513
H 2.901 1.228 3.678 0.3003
O -3.756 -2.398 -2.374 -0.6990
H -2.974 -2.511 -2.926 0.2633
H -3.424 -1.941 -1.587 0.4135
O 0.088 0.936 -5.068 -0.6307
H -0.315 0.717 -5.919 0.3213
H -0.193 0.219 -4.484 0.2796
O -5.923 1.272 1.794 -0.6320
H -5.471 0.469 2.100 0.2772
H -5.524 1.451 0.935 0.3013
O 2.597 -0.585 -5.709 -0.6986
H 3.331 0.048 -5.689 0.4046
H 1.806 -0.027 -5.688 0.2715
O 1.493 -0.445 -8.498 -0.6367
H 2.158 -0.560 -9.190 0.2840
H 2.000 -0.502 -7.674 0.4784
O 1.612 3.881 -4.633 -0.6289
H 1.270 3.003 -4.841 0.2598
H 2.068 3.762 -3.791 0.3217
O 5.229 -0.597 -6.160 -0.6169
H 4.874 -1.494 -6.208 0.3091
H 6.176 -0.712 -6.300 0.2687
O -0.970 5.509 5.162 -0.6557
H -0.236 6.138 5.178 0.2671
H -1.758 6.067 5.197 0.3394
O 3.957 -0.449 -1.274 -0.6390
H 3.346 0.227 -1.595 0.2839
H 4.613 -0.525 -1.979 0.3181
O -0.803 5.884 2.301 -0.6332
H -1.585 6.375 2.024 0.2962
H -0.934 5.750 3.253 0.3475
O 3.582 1.573 -7.059 -0.5323
H 2.990 2.252 -7.407 0.2844
H 4.253 1.474 -7.744 0.2650
O 3.858 -2.591 -3.234 -0.6089
H 3.062 -2.108 -3.494 0.3166
H 3.743 -2.738 -2.286 0.2960
O -2.392 5.784 7.340 -0.6264
H -2.909 5.216 7.923 0.3070
H -1.495 5.434 7.405 0.3203
O 1.921 2.257 0.998 -0.6978
H 1.367 1.632 0.516 0.2320
H 1.556 2.242 1.898 0.4128
O -4.455 -2.694 0.320 -0.4420
H -4.860 -2.910 -0.529 0.2934
H -4.734 -3.414 0.902 0.2057
O 2.186 -5.091 2.211 -0.6548
H 1.579 -4.414 1.882 0.3256
H 2.847 -5.173 1.511 0.3187
O 5.186 1.220 4.282 -0.5602
H 5.967 1.106 3.728 0.2830
H 5.518 1.673 5.066 0.2800
O 2.979 -2.761 4.697 -0.6454
H 2.566 -2.975 3.850 0.3518
H 2.714 -3.486 5.274 0.2979
O -6.906 -1.279 2.752 -0.5561
H -7.686 -0.780 2.480 0.2824
H -7.034 -1.415 3.699 0.2821
O 3.156 -1.553 -11.214 -0.6490
H 2.755 -1.773 -12.063 0.3154
H 2.873 -2.269 -10.631 0.3323
O -5.230 -5.626 1.816 -0.6032
H -5.571 -6.503 1.606 0.2802
H -4.770 -5.748 2.657 0.3233
O 3.379 -5.390 -0.888 -0.6131
H 3.619 -6.010 -1.587 0.3048
H 2.655 -4.877 -1.269 0.3053
```

## Properties
* net charge: -1
* lowest unoccupied orbital energy: 1.3 eV
* HOMO level: -2.915 eV

5.
Formula: C6H5BBrF4Mn2NO2
Source: the OMol25 dataset
Level of theory: ωB97M-V with the def2-TZVPD basis set

```
22
Properties=species:S:1:pos:R:3:mulliken_charge:R:1
Mn -1.048 -0.656 2.450 1.3751
Mn -4.317 -2.150 -0.771 1.2373
Br -2.268 -0.920 0.201 -0.0782
B -2.784 -3.605 3.145 0.2859
F -2.203 -4.065 4.283 -0.2930
F -2.050 -2.452 2.591 -0.0337
F -2.759 -4.535 2.094 -0.3437
F -4.105 -3.174 3.306 -0.3490
C 1.597 2.777 -2.635 -0.2712
C 2.662 1.895 -2.508 -0.6282
C 2.591 0.979 -1.471 -0.2808
C 1.510 0.984 -0.573 0.4683
C 0.429 1.858 -0.749 -0.1356
C 0.512 2.774 -1.783 -0.6725
N 1.517 0.093 0.541 0.9357
O 0.656 0.188 1.454 -0.6635
O 2.328 -0.789 0.582 -0.4688
H 1.618 3.511 -3.432 0.3844
H 3.469 1.809 -3.219 0.4241
H 3.455 0.351 -1.291 0.4133
H -0.474 1.736 -0.170 0.3182
H -0.339 3.389 -2.044 0.3757
```

## Properties
* 2S+1: 11
* net charge: +2
* ΔE to the lowest compared entry with this formula, charge and spin: 0.0 kcal/mol
* lowest unoccupied orbital energy (spin up / spin down): -11.3 / -11.3 eV
* <S²>: 30.008
* HOMO level (spin up / spin down): -15.956 / -15.956 eV

6.
Formula: C6H5BrClN
Source: the OMol25 dataset
Level of theory: ωB97M-V with the def2-TZVPD basis set

```
14
Properties=species:S:1:pos:R:3:mulliken_charge:R:1
Cl -1.437 -2.193 -0.661 -0.1876
C -1.510 -0.528 0.229 0.0546
C -1.215 0.340 -0.967 -0.7631
C 0.039 0.802 -1.176 -0.2080
C 1.137 0.570 -0.264 1.0770
N 2.272 1.069 -0.633 -0.6617
Br 3.731 0.634 0.363 -0.0932
C 0.789 -0.168 0.928 -0.1027
C -0.455 -0.564 1.218 -0.6703
H -2.553 -0.486 0.686 0.4265
H -1.924 0.641 -1.608 0.4774
H 0.127 1.504 -2.108 0.2484
H 1.527 -0.485 1.796 0.1486
H -0.527 -1.136 2.198 0.2542
```

## Properties
* net charge: 0
* ΔE to the lowest compared entry with this formula, charge and spin: 0.0 kcal/mol
* lowest unoccupied orbital energy: -0.9 eV
* HOMO level: -9.132 eV

7.
Formula: C6H5BrINO
Source: the OMol25 dataset
Level of theory: ωB97M-V with the def2-TZVPD basis set

```
15
Properties=species:S:1:pos:R:3:mulliken_charge:R:1
O 3.485 -2.295 -1.679 -0.6839
N 2.908 -1.362 -1.261 0.6437
C 2.181 -0.587 -0.833 -0.2285
C 1.542 0.655 -0.690 -0.1949
Br 0.794 1.296 -2.404 -0.0773
C 0.560 0.735 0.364 -0.2747
C -0.517 -0.026 0.486 -0.3453
C -1.177 -0.929 -0.441 -0.2224
C -0.651 -2.001 -1.066 -0.3297
I -1.939 -3.177 -2.288 0.0188
H 2.422 1.382 -0.618 0.4070
H 0.651 1.647 0.953 0.3243
H -1.103 0.391 1.274 0.3066
H -2.228 -0.748 -0.470 0.3571
H 0.357 -2.431 -1.247 0.2991
```

## Properties
* net charge: 0
* lowest unoccupied orbital energy: -0.5 eV
* HOMO level: -9.005 eV

8.
Formula: C6H5F3N2OS
Source: the OMol25 dataset
Level of theory: ωB97M-V with the def2-TZVPD basis set

```
18
Properties=species:S:1:pos:R:3:mulliken_charge:R:1
N -1.811 -1.398 1.969 -0.6871
S -0.997 -1.480 0.643 0.9022
O -0.256 -2.687 0.500 -0.6550
C 0.155 -0.081 0.402 0.5629
C 1.624 -0.242 0.235 -0.4374
C 2.393 0.820 -0.265 -0.4925
C 1.747 2.094 -0.075 -0.2206
C 0.383 2.198 0.331 -0.4127
N -0.404 1.096 0.417 -0.4832
C -1.923 -1.384 -1.138 0.7237
F -1.267 -2.047 -2.060 -0.2352
F -1.987 -0.151 -1.580 -0.2400
F -3.136 -1.835 -1.122 -0.2362
H -2.090 -0.435 2.064 0.2863
H 2.094 -1.244 0.315 0.3707
H 3.382 0.783 -0.552 0.4891
H 2.326 2.948 -0.377 0.3413
H -0.232 3.045 0.294 0.4236
```

## Properties
* net charge: 0
* ΔE to the lowest compared entry with this formula, charge and spin: 0.0 kcal/mol
* lowest unoccupied orbital energy: -0.2 eV
* HOMO level: -9.955 eV

9.
Formula: C6H5F3NO2S
Source: the OMol25 dataset
Level of theory: ωB97M-V with the def2-TZVPD basis set

```
18
Properties=species:S:1:pos:R:3:mulliken_charge:R:1
C 3.136 -0.058 0.311 0.0636
C 2.611 1.167 -0.070 -0.7497
C 2.303 -1.131 0.568 -0.7038
C 1.271 1.375 -0.110 -0.1360
C 0.952 -0.905 0.328 0.1335
C -3.463 -0.782 -0.278 0.6666
N 0.432 0.332 0.180 0.3174
O -0.808 0.466 0.024 -0.2089
O -3.611 1.849 -0.667 -0.3602
F -2.805 -0.538 -1.408 -0.2148
F -2.684 -1.283 0.630 -0.1932
F -4.452 -1.619 -0.475 -0.2191
S -4.229 0.981 0.276 0.3327
H 4.254 -0.251 0.271 0.3486
H 3.214 1.910 -0.284 0.5199
H 2.728 -2.086 0.798 0.4064
H 0.873 2.280 -0.289 0.5394
H 0.278 -1.708 0.194 0.4577
```

## Properties
* 2S+1: 3
* net charge: +1
* lowest unoccupied orbital energy (spin up / spin down): -5.4 / -7.9 eV
* <S²>: 2.027
* HOMO level (spin up / spin down): -12.015 / -13.111 eV

10.
Formula: C6H5FN2
Source: the OMol25 dataset
Level of theory: ωB97M-V with the def2-TZVPD basis set

```
14
Properties=species:S:1:pos:R:3:mulliken_charge:R:1
C 0.215 0.054 -3.546 -0.2089
C -0.223 -0.179 -2.495 -0.5889
C -0.430 -0.142 -1.091 0.3280
C -1.582 -0.029 -0.323 -0.2415
N -1.315 0.100 0.973 -0.9225
N 0.040 -0.055 1.123 0.7064
C 0.605 0.099 2.429 -0.8054
C 0.627 -0.349 -0.012 0.3321
F 1.944 -0.492 -0.224 -0.2553
H 0.499 0.374 -4.569 0.3716
H -2.574 0.171 -0.794 0.3784
H 1.510 0.821 2.529 0.2723
H -0.237 0.429 3.064 0.3168
H 0.921 -0.801 2.936 0.3169
```

## Properties
* net charge: 0
* ΔE to the lowest compared entry with this formula, charge and spin: 23.5 kcal/mol
* lowest unoccupied orbital energy: 0.8 eV
* HOMO level: -8.509 eV